# 1
ORCA calculation (ωB97M-V/def2-TZVPD) on one molecule with the formula C5H8.

```
! wB97M-V def2-TZVPD RIJCOSX def2/J DEFGRID3
* xyz 0 1
C 0.13765 -0.28266 -0.51841
C 1.48609 -0.12443 -0.98635
C -0.94771 0.32196 -0.03761
C 2.39119 0.30692 0.03342
C -2.23244 -0.34481 0.18325
H -0.07493 -1.31879 -0.75850
H -0.75375 1.32373 0.42484
H 3.51437 0.08092 -0.08242
H 2.09974 -0.03181 1.06319
H 2.28710 1.34027 -0.09881
H -2.84238 0.24431 0.93624
H -2.22352 -1.35375 0.45463
H -2.84139 -0.16185 -0.61347
*
```

Calculated values
- HOMO-LUMO gap: 7.9 eV
- Energy relative to the best compared isomer or geometry (same formula, charge and spin): 431.9 kJ/mol


# 2
ORCA calculation (ωB97M-V/def2-TZVPD) on C36H43N5OOsS as an isolated structure.

```
! wB97M-V def2-TZVPD RIJCOSX def2/J DEFGRID3
* xyz 2 5
Os 0.49190 -0.35410 -0.45914
C 0.82930 -2.82850 -2.75554
N 1.26390 -2.61090 -1.36884
C 0.82140 -3.71350 -0.50484
C 2.71310 -2.48710 -1.35624
C 3.51380 -3.55690 -1.71834
C 4.89000 -3.42760 -1.82544
C 5.45800 -2.17280 -1.66624
C 4.67890 -1.09390 -1.32264
C 3.29490 -1.23020 -1.05694
N 2.51070 -0.19920 -0.61074
C 3.14670 1.00090 -0.30054
C 4.34940 1.12020 0.40826
C 5.03380 2.32070 0.40906
C 4.57010 3.39570 -0.33454
C 3.32170 3.32480 -0.93084
C 2.57070 2.16740 -0.82784
N 1.17980 2.09480 -1.19794
C 0.94890 2.17840 -2.63674
C 0.48230 3.14980 -0.45814
H 1.24480 -3.75170 -3.16974
H 1.16200 -1.99650 -3.37864
H -0.25710 -2.90230 -2.80314
H 1.30780 -4.66080 -0.75394
H -0.25210 -3.85930 -0.61174
H 1.05720 -3.46800 0.53106
H 3.06590 -4.51310 -1.94134
H 5.49930 -4.27770 -2.08744
H 6.51570 -2.02990 -1.81934
H 5.14390 -0.12250 -1.28514
H 4.72380 0.27520 0.96496
H 5.94610 2.41030 0.97476
H 5.15460 4.29760 -0.41614
H 2.93160 4.17570 -1.46764
H 1.20600 3.16800 -3.03514
H -0.10580 1.98920 -2.83824
H 1.55480 1.42960 -3.15154
H 0.81280 4.14780 -0.76314
H 0.69560 3.02590 0.60246
H -0.58610 3.07580 -0.62234
C -0.03270 -1.31670 4.69936
C 0.67500 -0.05880 4.17456
C -0.03990 1.19840 4.68716
C 2.14430 -0.05760 4.61266
C 0.62100 -0.07570 2.72106
C 0.56510 -0.11640 1.50616
H 0.01070 -1.33150 5.78496
H 0.45420 -2.21390 4.32336
H -1.07790 -1.32780 4.39696
H -0.01560 1.21110 5.77366
H -1.07840 1.21150 4.36326
H 0.45130 2.09550 4.31816
H 2.20540 -0.05450 5.69806
H 2.65680 0.82360 4.23406
H 2.65430 -0.94350 4.24076
C -3.04570 1.06310 1.04106
C -2.65790 1.65220 -0.28234
O -1.69850 1.19620 -0.90874
C -3.41960 2.79860 -0.78474
C -4.60960 3.23750 -0.18994
C -5.23580 4.37660 -0.65524
C -4.69190 5.09780 -1.70744
C -3.53670 4.65340 -2.33104
C -2.90950 3.51320 -1.87784
H -2.24450 0.41200 1.38746
H -3.96330 0.48640 0.92306
H -3.21790 1.84090 1.77886
H -5.05170 2.69420 0.62936
H -6.15010 4.71550 -0.19424
H -5.16540 6.00720 -2.03954
H -3.13200 5.20360 -3.16474
H -2.00040 3.17360 -2.34924
N -5.19520 -4.67110 0.13466
C -4.73120 -3.93130 -0.87194
S -5.47770 -3.97400 -2.35634
C -3.55700 -3.07940 -0.66764
C -2.86220 -2.97960 0.54476
C -1.76840 -2.14400 0.64306
N -1.31240 -1.40870 -0.38304
C -1.97380 -1.49480 -1.54684
C -3.07680 -2.29640 -1.72514
H -6.02100 -5.23300 -0.00634
H -4.77760 -4.67090 1.04916
H -3.16340 -3.52300 1.42646
H -1.22450 -2.06360 1.57606
H -1.63120 -0.86660 -2.36294
H -3.58050 -2.32020 -2.67744
*
```

Calculated values
- HOMO-LUMO gap (spin up / spin down): 3.8 / 1.7 eV
- Energy relative to the best compared isomer or geometry (same formula, charge and spin): 247.4 kJ/mol


# 3
ORCA calculation (ωB97M-V/def2-TZVPD) on a 11-piece molecular cluster, C39H100O33S9 overall.

```
! wB97M-V def2-TZVPD RIJCOSX def2/J DEFGRID3
* xyz 0 1
C -20.90662 3.00947 0.20441
O -22.27294 3.07712 -0.03710
C -22.87380 1.78980 -0.00976
C -24.35606 1.98630 -0.45030
O -24.41971 2.71314 -1.64578
C -25.76117 3.09972 -2.08097
C -26.39795 4.32070 -1.28656
O -25.57429 5.50709 -1.41191
C -26.09593 6.60039 -0.68795
H -20.75076 2.54392 1.17759
H -20.41461 3.97459 0.08379
H -20.37047 2.47419 -0.57925
H -22.79686 1.27371 0.94723
H -22.40234 1.08107 -0.69059
H -24.79351 2.55137 0.37276
H -24.81117 0.99633 -0.41967
H -26.40810 2.22698 -2.16994
H -25.70087 3.48561 -3.09859
H -26.39766 4.03052 -0.23590
H -27.40473 4.54668 -1.63788
H -25.56534 7.50046 -0.99848
H -25.96112 6.46560 0.38525
H -27.16619 6.67956 -0.87865
C -24.79095 2.88633 3.55827
O -25.50784 2.83029 4.79678
C -24.72316 3.39553 5.82334
C -25.44077 3.16005 7.16380
O -26.65808 3.82134 7.21613
C -27.57866 3.39157 8.17712
C -28.97651 4.03328 8.01821
O -29.36845 3.80863 6.68510
C -30.59720 4.39894 6.38600
H -23.90715 2.24878 3.58118
H -24.57926 3.95285 3.48186
H -25.46311 2.54625 2.77047
H -24.75573 4.44658 5.53638
H -23.68449 3.06524 5.83657
H -24.80925 3.54512 7.96442
H -25.64779 2.09912 7.30407
H -27.18239 3.58213 9.17450
H -27.71027 2.31056 8.22398
H -28.96574 5.09805 8.25112
H -29.61932 3.49358 8.71364
H -31.36454 4.27726 7.15053
H -31.01834 3.98263 5.47089
H -30.51309 5.48128 6.28822
O -27.57763 4.16640 2.34315
S -28.49477 3.03071 2.27355
O -29.92407 3.22565 1.91623
O -27.86042 2.00849 1.06451
C -28.63372 0.90303 0.73188
C -27.76609 -0.26412 0.29462
C -28.35786 1.94205 3.78597
H -29.46299 1.08799 0.04911
H -29.26192 0.45528 1.50193
H -28.36151 -1.16853 0.16961
H -27.10941 -0.53474 1.12144
H -27.13689 -0.04846 -0.56893
H -29.20728 1.27101 3.65836
H -28.47798 2.59515 4.65034
H -27.34940 1.52912 3.81044
O -26.82186 10.52204 0.82656
S -26.84162 11.97094 0.84407
O -25.74069 12.69190 0.24978
O -28.17550 12.53478 0.06902
C -29.43450 12.08403 0.37103
C -30.19860 12.07170 -0.92005
C -27.19747 12.54899 2.62849
H -29.92306 12.71559 1.11301
H -29.46524 11.04850 0.70988
H -31.13999 11.54400 -0.76706
H -29.65238 11.51632 -1.68248
H -30.46318 13.07708 -1.24763
H -26.25983 12.55835 3.18423
H -27.97038 11.86645 2.98184
H -27.59960 13.54714 2.45502
O -32.11341 10.60971 1.93532
S -32.02203 11.13260 3.30059
O -30.82714 11.81255 3.75164
O -33.39263 12.03934 3.58012
C -33.74061 12.51092 4.88458
C -32.87832 13.67683 5.39092
C -32.33075 9.69026 4.50057
H -33.77042 11.71079 5.62418
H -34.76468 12.88424 4.88060
H -33.04877 14.63322 4.89658
H -31.80299 13.50728 5.33597
H -33.09711 13.78605 6.45313
H -33.26896 9.18487 4.27158
H -32.31493 10.03466 5.53461
H -31.53227 8.96514 4.34329
O -27.44945 8.25045 -6.43926
S -26.75635 8.49030 -5.17828
O -25.69897 9.52516 -5.06883
O -27.90266 8.88829 -4.02346
C -29.06197 8.18353 -3.95436
C -29.61166 8.33487 -2.52804
C -26.14183 6.92837 -4.43342
H -29.05773 7.16125 -4.33254
H -29.77408 8.62270 -4.65301
H -30.60705 7.94178 -2.32119
H -29.61323 9.37818 -2.21244
H -28.92803 7.72557 -1.93685
H -26.83625 6.13854 -4.71986
H -26.27036 7.08801 -3.36286
H -25.10329 6.90920 -4.76378
O -32.03484 6.18749 3.85659
S -33.21635 5.57535 3.24305
O -34.24959 4.97386 4.12662
O -33.99666 6.66093 2.20743
C -33.24014 7.48993 1.32440
C -34.24895 8.55895 0.88384
C -32.70313 4.35218 2.01754
H -32.95383 6.93211 0.43279
H -32.44574 7.96328 1.90143
H -34.97650 8.95964 1.58968
H -34.76343 8.24531 -0.02449
H -33.75410 9.40627 0.40922
H -32.03843 3.62257 2.48007
H -32.05738 4.86678 1.30599
H -33.56275 3.90213 1.52096
O -24.07607 11.77193 2.78179
S -22.80210 10.99021 2.60505
O -21.58057 11.41053 3.28926
O -23.22230 9.50563 3.10561
C -24.46406 8.91625 2.68602
C -24.46376 7.42019 3.14278
C -22.44999 10.76684 0.84472
H -24.63398 9.01755 1.61411
H -25.30097 9.41789 3.17184
H -23.53661 6.98661 2.76794
H -25.34682 6.89996 2.77176
H -24.50055 7.34031 4.22923
H -23.31813 10.28298 0.39715
H -21.47383 10.31934 0.65775
H -22.43259 11.77014 0.41905
O -27.54489 7.09914 9.46980
S -26.36089 7.89955 9.12099
O -26.49329 9.22824 8.56352
O -25.31290 7.98966 10.40457
C -24.07657 8.73407 10.25536
C -22.91704 7.79595 10.66495
C -25.26559 6.98466 7.89592
H -24.09654 9.57767 10.94533
H -23.92851 9.06460 9.22729
H -23.01060 6.97519 9.95382
H -22.87267 7.54375 11.72444
H -21.91764 8.19808 10.49886
H -24.63723 7.74640 7.43437
H -25.99972 6.67187 7.15340
H -24.59494 6.28609 8.39623
O -27.29909 8.77716 4.95283
S -28.61641 8.16904 4.92730
O -29.55474 8.50745 5.97359
O -29.35164 8.48877 3.44755
C -28.65289 8.18018 2.27297
C -29.40046 7.12534 1.46577
C -28.53232 6.26033 4.71131
H -27.61290 7.86750 2.36659
H -28.66060 9.11377 1.71044
H -30.32737 7.52196 1.05147
H -29.68219 6.35224 2.18064
H -28.95964 6.68008 0.57385
H -27.82101 5.98012 3.93438
H -29.51812 5.93408 4.37987
H -28.22625 5.76640 5.63352
O -30.93072 11.76033 10.38312
S -30.72603 11.12447 9.05219
O -31.84468 10.81814 8.14893
O -29.72957 12.13597 8.23118
C -29.50539 11.84814 6.83770
C -27.98517 11.67990 6.59444
C -29.55873 9.69385 9.32389
H -29.99148 12.65763 6.29314
H -30.04097 10.98847 6.43493
H -27.64335 10.78203 7.10931
H -27.43633 12.54529 6.96586
H -27.75605 11.44963 5.55397
H -28.88598 9.90627 10.15479
H -29.11168 9.48116 8.35280
H -30.16902 8.82495 9.57017
*
```

Calculated values
- HOMO-LUMO gap: 9.9 eV
- Energy relative to the best compared isomer or geometry (same formula, charge and spin): 205.0 kJ/mol
- SMILES: CCOS(C)(=O)=O.CCOS(C)(=O)=O.CCOS(C)(=O)=O.CCOS(C)(=O)=O.CCOS(C)(=O)=O.CCOS(C)(=O)=O.CCOS(C)(=O)=O.CCOS(C)(=O)=O.CCOS(C)(=O)=O.COCCOCCOC.COCCOCCOC